No. 1
Here is a molecular structure, C16H19BrCl3N2O6Ta in a non-equilibrium geometry from OMol25. Energies are from the ωB97M-V functional and the def2-TZVPD basis.

HOMO: -0.81569 Ha
Charge: +4
LUMO: -15.13 eV
Energy above the lowest of the compared OMol25 structures with the same formula, charge and spin: 11.4 kcal per mole
Gap between HOMO and LUMO: 7.07 eV

Last column: Löwdin charge in e.
Atoms and positions in Å:
Ta 0.15075 -0.24544 0.05466  2.104
C 2.62380 1.68389 0.18820  -0.069
C 1.57201 2.71776 0.33533  -0.062
O 0.31130 1.99875 0.60008  -0.254
C -0.83662 2.78897 0.15790  -0.132
C -1.09115 2.51009 -1.29779  -0.077
O -0.79057 1.09549 -1.53231  -0.294
C -0.58368 0.81507 -2.95103  -0.080
C -0.21298 -0.63200 -3.06891  -0.074
O 0.70352 -1.00850 -1.99037  -0.275
C 2.14767 -1.02240 -2.27398  -0.056
C 2.70737 0.32154 -1.93669  -0.052
O 2.04770 0.66796 -0.67984  -0.293
H 2.87421 1.20712 1.13651  0.154
H 3.53608 2.09276 -0.24395  0.176
H 1.44908 3.29980 -0.57697  0.155
H 1.77639 3.38674 1.17002  0.176
H -0.63663 3.84747 0.31770  0.171
H -1.66633 2.51473 0.78974  0.050
H -0.46169 3.09885 -1.96387  0.152
H -2.13522 2.70717 -1.54041  0.170
H 0.18690 1.48951 -3.32369  0.150
H -1.50558 1.00353 -3.50176  0.172
H 0.24810 -0.84190 -4.03177  0.171
H -1.08235 -1.27471 -2.96238  0.128
H 2.32642 -1.29878 -3.31157  0.170
H 2.55735 -1.79863 -1.63262  0.156
H 2.49490 1.09598 -2.67142  0.155
H 3.78427 0.24356 -1.78759  0.174
Br -2.85190 0.40187 1.41892  1.040
C -1.71591 -0.30434 2.73151  -0.647
C -2.08889 -0.56310 4.03323  0.009
C -1.14611 -1.15757 4.86289  0.088
C 0.12553 -1.47813 4.37150  0.107
C 0.39355 -1.18319 3.06305  -0.149
N -0.50789 -0.57767 2.24485  -0.070
C 1.64802 -1.54319 2.37039  -0.336
O 2.62765 -2.02663 2.74839  0.333
O 1.43351 -1.14254 0.97666  -0.201
H -3.07855 -0.31357 4.39402  0.150
H -1.40599 -1.39464 5.88880  0.162
H 0.87715 -1.94896 4.99434  0.168
Cl -2.54693 -4.78104 -2.08222  0.813
C -3.07803 -3.54962 -1.03856  -1.646
Cl -4.22276 -2.41055 -1.83626  0.716
Cl -3.71494 -4.11367 0.48032  0.769
C -2.02130 -2.57532 -0.69123  -0.254
N -1.22123 -1.80252 -0.40185  0.082

No. 2
Here is a gas-phase ion, C4H11N2 (charge +1) in a non-equilibrium geometry from OMol25. Energies are from the ωB97M-V functional and the def2-TZVPD basis.

HOMO: -0.43164 Ha
Charge: +1
LUMO: -3.64 eV
Energy above the lowest of the compared OMol25 structures with the same formula, charge and spin: 88.2 kcal per mole
Gap between HOMO and LUMO: 8.11 eV

Last column: Löwdin charge in e.
Atoms and positions in Å:
N 0.92055 2.27270 -1.00390  0.019
C 0.57092 1.87631 0.27065  -0.180
C -0.41014 0.89181 0.50576  -0.202
C -0.74074 0.00952 -0.53669  -0.272
C -0.76512 -1.55979 -0.32332  -0.093
N 0.19873 -1.82044 0.87835  0.113
H 1.01592 1.69352 -1.89956  0.132
H 1.28003 3.25855 -1.10007  0.126
H 1.10940 2.37036 1.11627  0.129
H -0.78867 0.56085 1.54403  0.128
H 0.16374 0.13715 -1.21169  0.109
H -1.85822 0.08648 -0.89828  0.164
H -1.68703 -1.97426 0.09249  0.118
H -0.29530 -1.98679 -1.38927  0.194
H -0.26387 -1.91604 1.78826  0.151
H 0.95077 -1.12090 1.23921  0.198
H 0.59906 -2.77905 0.92775  0.168

No. 3
Here is a molecular structure, C42H37CuN4OP in a non-equilibrium geometry from OMol25. Energies are from the ωB97M-V functional and the def2-TZVPD basis.

Spin multiplicity: 2
HOMO (spin up / spin down): -0.01636 / -0.01632 Ha
Charge: -2
LUMO (spin up / spin down): 4.25 / 3.70 eV
Energy above the lowest of the compared OMol25 structures with the same formula, charge and spin: 80.6 kcal per mole
Gap between HOMO and LUMO (spin up / spin down): 4.69 / 4.14 eV

Last column: Löwdin charge in e.
Atoms and positions in Å:
Cu 0.48067 -1.94564 0.20309  0.150
O 3.15772 -0.42126 -1.68637  -0.058
N 1.86153 -0.02845 -1.87621  -0.009
C 1.70548 1.19870 -2.09949  -0.102
C 0.30358 1.78143 -2.19875  -0.321
C 0.32323 2.73061 -3.35032  -0.053
C -0.55497 2.65178 -4.37716  -0.112
C -1.55219 1.65189 -4.39961  -0.078
C -1.63874 0.71515 -3.34969  -0.084
C -0.80229 0.72447 -2.26814  -0.200
P -0.93352 -0.43961 -0.81269  1.008
C -1.92111 -1.78293 -1.83722  -0.311
C -1.13585 -2.62183 -2.63688  -0.113
C -1.69679 -3.55673 -3.49627  -0.098
C -3.07942 -3.68435 -3.57997  -0.127
C -3.88169 -2.87902 -2.78397  -0.116
C -3.30763 -1.94525 -1.92371  -0.107
C -2.44401 0.00421 0.15830  -0.334
C -3.23253 1.12188 -0.11214  -0.096
C -4.36125 1.40346 0.64776  -0.108
C -4.72473 0.56770 1.69546  -0.123
C -3.95181 -0.55538 1.96691  -0.096
C -2.82863 -0.83846 1.20033  -0.095
H 3.01221 -1.27681 -1.23751  0.041
H 2.54979 1.88791 -2.17648  0.133
H 1.12591 3.46061 -3.36982  0.109
H -0.48009 3.35267 -5.20236  0.094
H -2.23975 1.59252 -5.23402  0.085
H -2.42558 -0.02357 -3.40121  0.094
H -0.05664 -2.52715 -2.56842  0.075
H -1.05690 -4.19354 -4.09725  0.092
H -3.52507 -4.40909 -4.25248  0.083
H -4.96241 -2.97040 -2.83916  0.086
H -3.96159 -1.33180 -1.31301  0.092
H -2.96854 1.77635 -0.93498  0.091
H -4.96096 2.27944 0.42185  0.089
H -5.60042 0.79147 2.29373  0.085
H -4.22174 -1.21210 2.78750  0.093
H -2.22126 -1.70598 1.42359  0.078
N 1.40849 10.00960 -1.12770  0.099
C 1.32201 8.86956 -0.97248  -0.233
C 1.22169 7.46036 -0.77430  -0.277
C 0.34387 6.67463 -1.53594  -0.053
C 0.25865 5.31656 -1.35629  -0.022
C 1.06249 4.65363 -0.38952  -0.207
C 1.92433 5.46218 0.39971  -0.017
C 1.99915 6.81777 0.20256  -0.059
N 0.99892 3.32907 -0.20510  0.001
C 1.68365 2.56653 0.79375  -0.081
C 0.99580 1.40561 0.93667  -0.142
N -0.08060 1.31120 0.11188  -0.097
C -0.01965 2.43892 -0.76775  -0.244
H -0.28180 7.15511 -2.27859  0.110
H -0.42346 4.74084 -1.96570  0.087
H 2.51614 5.00141 1.17696  0.088
H 2.65759 7.41456 0.82155  0.108
H 2.58934 2.90026 1.26711  0.078
H 1.23301 0.58740 1.60474  0.087
H -0.97954 2.96326 -0.86156  0.141
C 1.17539 -2.68084 5.35550  -0.074
C 0.18678 -1.66281 4.76412  -0.649
C -1.23372 -1.98318 5.24802  -0.073
C 0.57825 -0.25394 5.22960  -0.072
C 0.23541 -1.73843 3.29217  -0.161
C 0.27570 -1.80151 2.07166  -0.115
H 1.17301 -2.63715 6.45227  0.070
H 2.18354 -2.46865 4.99655  0.080
H 0.91374 -3.69187 5.03925  0.079
H -1.28933 -1.95325 6.34326  0.071
H -1.53048 -2.97609 4.90621  0.079
H -1.93943 -1.25768 4.83866  0.073
H 0.58008 -0.19805 6.32484  0.070
H -0.12199 0.48735 4.83983  0.081
H 1.57560 -0.00206 4.86507  0.080
C 1.73439 -3.04481 -0.41373  -0.032
C 2.64237 -4.06698 -0.37420  -0.382
C 3.24300 -4.68925 -1.52603  -0.106
C 4.14296 -5.72746 -1.39177  -0.174
C 4.52818 -6.22359 -0.14500  -0.189
C 3.96881 -5.61997 0.99393  -0.161
C 3.06633 -4.58767 0.90910  -0.091
H 2.97543 -4.32578 -2.51226  0.085
H 4.56626 -6.17044 -2.28983  0.079
H 5.24181 -7.03511 -0.05941  0.056
H 4.25888 -5.97798 1.97838  0.081
H 2.64690 -4.13421 1.80055  0.087

No. 4
Here is 2 unconnected molecules or ions with the total composition C4H12N4S in a non-equilibrium geometry from OMol25. Energies are from the ωB97M-V functional and the def2-TZVPD basis.

Spin multiplicity: 3
HOMO (spin up / spin down): -0.55080 / -0.58902 Ha
Charge: +2
LUMO (spin up / spin down): -9.62 / -9.90 eV
Energy above the lowest of the compared OMol25 structures with the same formula, charge and spin: 3.1 kcal per mole
Gap between HOMO and LUMO (spin up / spin down): 5.36 / 6.13 eV

Last column: Löwdin charge in e.
Atoms and positions in Å:
C 0.26489 1.86682 -0.57585  -0.597
C 0.52457 0.47940 -0.69276  -0.190
C -2.57721 0.47372 1.24563  -0.023
C 3.39934 -1.57275 0.24765  -0.018
N 1.63598 -0.01486 -0.20182  0.009
N -2.35409 0.26481 -0.11668  0.046
N -3.31162 -0.12232 -0.82008  0.253
N 2.08738 -1.24205 -0.22436  -0.024
S 1.25174 2.92599 0.20514  0.949
H -0.63133 2.24002 -1.05714  0.072
H -0.14003 -0.16669 -1.24519  0.116
H -3.56237 0.15890 1.60486  0.117
H -1.77811 -0.01300 1.81119  0.129
H -2.44252 1.54482 1.44584  0.140
H 4.12238 -1.59275 -0.57433  0.109
H 3.73248 -0.85207 0.99265  0.103
H 3.38696 -2.56652 0.69684  0.109
H 2.23509 0.67351 0.29312  0.149
H -3.17245 -0.24480 -1.82338  0.183
H -4.25434 -0.30385 -0.44203  0.190
H 1.58324 -1.93634 -0.76931  0.179

No. 5
Here is a molecular structure, C26H43N2P2Ru in a non-equilibrium geometry from OMol25. Energies are from the ωB97M-V functional and the def2-TZVPD basis.

Spin multiplicity: 5
HOMO (spin up / spin down): -0.60731 / -0.62443 Ha
Charge: +3
LUMO (spin up / spin down): -9.44 / -12.32 eV
Gap between HOMO and LUMO (spin up / spin down): 7.08 / 4.68 eV

Last column: Löwdin charge in e.
Atoms and positions in Å:
Ru 0.11178 -1.31134 -0.36538  1.058
C 5.12688 -1.68444 -0.55318  -0.069
C 3.69998 -1.80774 -1.07168  -0.516
C 3.53678 -1.38664 -2.53068  -0.100
P 2.40768 -0.87374 -0.09588  1.037
C 2.71328 -1.05014 1.74582  -0.501
C 3.52008 0.11636 2.29032  -0.078
C 1.35058 -1.19944 2.43582  -0.125
C 2.44078 0.88986 -0.52568  -0.272
C 3.54838 1.64396 -0.85498  -0.006
C 3.42688 2.97936 -1.26998  -0.203
C 4.61128 3.80826 -1.54728  -0.007
C 2.13018 3.51046 -1.41888  0.036
C 1.01848 2.78626 -1.06588  0.018
C 1.14088 1.47566 -0.55478  -0.281
N 0.07248 0.74626 -0.11248  -0.089
C -1.01302 1.36796 0.43752  -0.290
C -0.92192 2.60486 1.11582  0.016
C -2.04692 3.22596 1.59492  0.030
C -3.32502 2.66336 1.42552  -0.208
C -4.52192 3.37016 1.91032  -0.010
C -3.41132 1.39246 0.83192  -0.014
C -2.28422 0.73126 0.38002  -0.274
P -2.22502 -0.94804 -0.32088  1.048
C -3.47432 -1.09094 -1.71038  -0.504
C -3.18172 0.06936 -2.65798  -0.102
C -4.92392 -1.12644 -1.24918  -0.068
C -2.51422 -2.10694 1.14412  -0.519
C -3.46852 -1.54614 2.18902  -0.074
C -2.91942 -3.50444 0.67562  -0.097
H 5.76078 -2.32234 -1.17028  0.109
H 5.22668 -2.03054 0.47312  0.084
H 5.51928 -0.67524 -0.62788  0.076
H 3.40168 -2.86184 -0.96128  0.103
H 3.94428 -0.39264 -2.70138  0.082
H 2.47638 -1.38024 -2.82098  0.069
H 4.06728 -2.07554 -3.18518  0.103
H 3.27278 -1.98534 1.87382  0.123
H 2.96258 1.04936 2.23442  0.087
H 4.45978 0.23216 1.75512  0.081
H 3.75948 -0.07074 3.33582  0.107
H 0.75868 -0.27894 2.35212  0.073
H 1.49328 -1.39864 3.49832  0.108
H 0.79628 -2.06264 2.00672  0.046
H 4.53708 1.22026 -0.77608  0.113
H 5.53618 3.31396 -1.26698  0.096
H 4.53988 4.77136 -1.03648  0.113
H 4.65308 4.06226 -2.61058  0.117
H 2.01238 4.51166 -1.80958  0.144
H 0.03298 3.20616 -1.20838  0.135
H 0.04728 3.05546 1.26612  0.131
H -1.95452 4.16716 2.11542  0.141
H -4.38992 4.45026 1.85662  0.105
H -4.67962 3.13966 2.97012  0.118
H -5.42392 3.07516 1.37972  0.100
H -4.38492 0.93296 0.74052  0.114
H -3.23442 -2.04024 -2.20768  0.115
H -3.47182 1.02186 -2.21728  0.084
H -3.74992 -0.05184 -3.57848  0.104
H -2.11972 0.11136 -2.92048  0.073
H -5.26212 -0.15914 -0.88618  0.080
H -5.10582 -1.88794 -0.49398  0.070
H -5.54082 -1.37964 -2.11378  0.111
H -1.49782 -2.16884 1.60072  0.076
H -4.45822 -1.37384 1.77492  0.086
H -3.10182 -0.62044 2.62762  0.082
H -3.56652 -2.27454 2.99202  0.108
H -3.99972 -3.58454 0.58362  0.092
H -2.61142 -4.24424 1.41262  0.101
H -2.48142 -3.77004 -0.28778  0.056
N 0.26148 -3.46094 -0.96578  0.011
H -0.22982 -4.12514 -0.35868  0.076
H 1.23258 -3.78244 -1.00468  0.067
H -0.11282 -3.60824 -1.91128  0.092

No. 6
Here is C3H4F2 in the gas phase in a non-equilibrium geometry from OMol25. Energies are from the ωB97M-V functional and the def2-TZVPD basis.

HOMO: -0.35681 Ha
LUMO: 1.01 eV
Energy above the lowest of the compared OMol25 structures with the same formula, charge and spin: 6.9 kcal per mole
Gap between HOMO and LUMO: 10.72 eV

Last column: Löwdin charge in e.
Atoms and positions in Å:
C 0.84861 0.22702 -0.82575  -0.077
C -0.45916 0.22165 -0.00541  -0.078
C -0.76386 -0.44633 1.07083  -0.404
F 0.08337 -1.30557 1.64819  0.104
F -1.85431 -0.32586 1.82237  0.115
H 1.26626 1.17143 -0.77381  0.034
H 1.52120 -0.63161 -0.57248  0.090
H 0.59817 0.16996 -1.91410  0.080
H -1.24027 0.91932 -0.44984  0.136

No. 7
Here is C4H10OSi in the gas phase in a non-equilibrium geometry from OMol25. Energies are from the ωB97M-V functional and the def2-TZVPD basis.

HOMO: -0.33195 Ha
LUMO: 0.90 eV
Energy above the lowest of the compared OMol25 structures with the same formula, charge and spin: 42.2 kcal per mole
Gap between HOMO and LUMO: 9.93 eV

Last column: Löwdin charge in e.
Atoms and positions in Å:
C -1.18474 -1.86151 0.25161  -0.095
C -1.34686 -0.31359 0.08847  -0.110
C -0.39081 0.53495 0.25463  -0.455
C -0.70832 1.98114 -0.00955  -0.018
O 0.89448 0.28512 0.64916  -0.288
Si 2.25698 -0.08395 -0.08675  0.552
H -0.15503 -2.27445 0.36670  0.058
H -1.76394 -2.20529 1.15978  0.077
H -1.56531 -2.46415 -0.62560  0.074
H -2.40688 -0.13381 -0.09637  0.113
H -1.57595 1.92228 -0.62367  0.065
H 0.22436 2.35235 -0.51839  0.104
H -0.94114 2.39992 0.94713  0.078
H 2.76240 -0.77815 1.12193  -0.026
H 2.99915 1.06450 -0.67921  -0.083
H 1.95638 -0.48149 -1.51627  -0.046

No. 8
Here is 2 unconnected molecules or ions with the total composition C5H13NO in a non-equilibrium geometry from OMol25. Energies are from the ωB97M-V functional and the def2-TZVPD basis.

HOMO: -0.33989 Ha
LUMO: 0.86 eV
Energy above the lowest of the compared OMol25 structures with the same formula, charge and spin: 60.0 kcal per mole
Gap between HOMO and LUMO: 10.10 eV

Last column: Löwdin charge in e.
Atoms and positions in Å:
C 1.32068 1.27744 1.43100  0.007
C 1.12811 0.44565 0.44870  -0.371
C 2.27529 -0.49633 0.03055  -0.069
C 0.22383 0.92493 -0.73177  -0.134
C -0.50888 -0.39514 -1.24773  -0.303
N -0.87494 -1.18955 -0.13743  -0.016
H 1.83423 0.97993 2.32512  0.054
H 0.58426 2.03911 1.76340  0.074
H 2.85336 -0.05778 -0.82571  0.096
H 2.96418 -0.73714 0.82277  0.061
H 1.97389 -1.49899 -0.31139  0.062
H -0.49952 1.55245 -0.29926  0.074
H 0.79712 1.25764 -1.61666  0.114
H 0.09166 -0.87970 -2.13337  0.139
H -1.42778 -0.08559 -1.68495  0.083
H -0.44711 -2.10214 -0.00412  0.079
H -1.85743 -1.44599 -0.04753  0.063
O -3.72658 0.31166 0.60676  -0.028
H -3.90459 -0.48337 1.02079  -0.010
H -2.79979 0.58291 0.59083  0.028

| no. | DFT total energy (eV) |
| --- | --- |
| 1 | -141283.3807 |
| 2 | -7297.1251 |
| 3 | -106083.4144 |
| 4 | -21116.3423 |
| 5 | -51773.5404 |
| 6 | -8609.8159 |
| 7 | -14233.7886 |
| 8 | -8931.4100 |